Below is a 8-piece molecular cluster, C6H27NO8 overall at a distorted geometry, with properties calculated with wB97M-V/def2-TZVPD.

Last column: natural (NBO) charge in e.
CARTESIAN COORDINATES (ANGSTROEM)
C 3.14439 -1.54331 -0.51841  -0.60
C 1.71773 -2.15249 -0.58095  -0.23
C 1.60890 -3.40676 0.25302  -0.61
C 0.71831 -1.10608 -0.00978  -0.21
N -0.62756 -1.42090 -0.50073  -0.64
C -1.58443 -0.42556 -0.03311  -0.39
C -2.85957 -1.06244 0.43469  0.44
O -3.61997 -0.55698 1.22956  -0.56
H 3.41268 -1.25806 0.50179  0.20
H 3.77819 -2.41434 -0.75289  0.21
H 3.31142 -0.76351 -1.24639  0.22
H 1.49915 -2.46596 -1.60798  0.21
H 0.57577 -3.71611 0.45880  0.21
H 2.04220 -3.17664 1.25062  0.18
H 2.09492 -4.30757 -0.07888  0.22
H 0.65116 -1.16939 1.09174  0.18
H 1.00796 -0.06854 -0.16484  0.17
H -0.70516 -1.42581 -1.51219  0.39
H -2.00605 0.44809 -0.58789  0.23
H -1.05239 0.28790 0.62580  0.24
H -3.14922 -2.07255 0.06634  0.12
O -0.67626 0.14184 -3.05152  -0.97
H -0.00015 0.79825 -2.83833  0.49
H -0.83904 0.18084 -3.99558  0.49
O 2.13893 2.30781 -3.05488  -0.95
H 2.79667 2.26924 -2.33600  0.48
H 1.41098 2.68817 -2.54210  0.47
O 1.20392 3.13148 -0.46705  -1.03
H 0.92745 2.72682 0.40311  0.52
H 0.74758 3.95448 -0.60736  0.47
O 0.59363 2.59869 1.93884  -1.00
H 0.00127 1.91235 2.36108  0.52
H 0.81570 3.21881 2.65264  0.49
O -0.23468 -1.96465 3.40823  -0.96
H -0.14300 -2.68688 2.78287  0.50
H 0.58839 -1.78817 3.88602  0.49
O -0.90693 0.70265 3.01050  -0.99
H -1.85995 0.64682 3.09653  0.50
H -0.55891 -0.20371 2.88238  0.51
O -1.59471 2.61562 -1.94399  -0.96
H -2.06599 1.82540 -2.14227  0.48
H -0.65095 2.50682 -1.79011  0.47

Lowest unoccupied orbital energy (eV): 0.30
Orbital gap (Eh): 0.34641
Net charge: 0
2S+1: 1

Below is C14H17N7O7PS4W as an isolated structure, with properties calculated with wB97M-V/def2-TZVPD.

Last column: Löwdin charge in e.
CARTESIAN COORDINATES (ANGSTROEM)
W -1.42847 0.94864 -0.18951  1.45
N -2.70236 -3.33208 -1.07116  0.11
C -2.10355 -2.12429 -1.01297  -0.82
S -1.81763 -1.41921 0.52847  0.75
N -1.78719 -1.55268 -2.13836  0.02
N -1.15133 -0.35154 -1.91468  -0.20
C -0.23034 -0.08370 -2.77398  -0.12
C 0.38546 1.22061 -2.71331  -0.26
C 1.39103 1.59312 -3.58908  0.02
C 1.84763 2.90077 -3.54366  -0.02
C 1.25096 3.77749 -2.65335  -0.01
C 0.25883 3.32204 -1.79760  -0.08
N -0.15822 2.05394 -1.79411  -0.03
H -2.87267 -3.85287 -0.23141  0.09
H -2.72061 -3.81241 -1.95393  0.11
H 0.00661 -0.79859 -3.54932  0.13
H 1.79076 0.86749 -4.28075  0.13
H 2.63880 3.22999 -4.20238  0.12
H 1.54067 4.81598 -2.59840  0.12
H -0.18833 4.01399 -1.10710  0.09
O -2.93899 3.20185 1.81652  -0.11
S -1.92723 3.63118 0.65288  0.49
O -1.88562 5.03968 0.62355  -0.18
O -2.47694 2.90825 -0.54213  -0.36
O -0.64640 2.90083 0.83986  -0.43
C 2.25808 -4.32657 1.76789  -0.08
C 0.94886 -3.59961 1.57761  -0.31
O 1.12553 -2.17093 1.59459  -0.38
P 1.71483 -1.36205 0.35592  -0.11
S 1.57723 -2.26783 -1.34113  0.35
S 0.91977 0.52105 0.55099  0.43
O 3.24375 -1.10684 0.71774  -0.34
C 3.74418 -0.24037 1.75412  -0.29
C 3.46580 -0.75754 3.14605  -0.08
H 2.08388 -5.40262 1.72796  0.08
H 2.70296 -4.08711 2.73279  0.07
H 2.96626 -4.07081 0.97953  0.07
H 0.25771 -3.79482 2.39837  0.12
H 0.46818 -3.87536 0.63702  0.07
H 3.32871 0.75869 1.61108  0.07
H 4.81516 -0.19210 1.55837  0.12
H 2.39798 -0.79765 3.35201  0.07
H 3.92871 -0.08745 3.87195  0.08
H 3.88557 -1.75413 3.28087  0.08
O -3.34603 0.58321 -0.81846  -0.35
N -4.47678 0.82448 -0.17260  0.08
C -4.43347 1.44587 0.95930  -0.24
C -5.68105 1.79215 1.57254  -0.15
N -6.65076 2.09005 2.10957  0.17
C -3.14138 1.77141 1.59428  -0.43
N -2.17853 1.00840 1.67751  -0.07

Lowest unoccupied orbital energy (spin up / spin down) (eV): -1.32 / -1.94
Orbital gap (spin up / spin down) (Eh): 0.25635 / 0.24903
<S²>: 0.76
Net charge: 0
2S+1: 2

Below is C44H40Cl4N4O7PSSeTi as an isolated structure, with properties calculated with wB97M-V/def2-TZVPD.

Last column: Löwdin charge in e.
CARTESIAN COORDINATES (ANGSTROEM)
Ti 1.39967 0.68998 0.89251  1.13
Cl 5.36864 4.97048 -2.50691  0.64
C 4.77595 3.78501 -1.39245  -0.71
C 5.64374 3.13071 -0.53150  -0.71
Cl 7.34229 3.46442 -0.57346  0.63
C 5.13642 2.20647 0.39684  -0.60
Cl 6.17377 1.38876 1.51527  0.69
C 3.78114 1.95548 0.47743  -0.36
O 3.20176 1.12111 1.33670  -0.18
C 2.91386 2.53689 -0.47709  -0.41
O 1.66840 2.09683 -0.47282  -0.22
C 3.40649 3.48167 -1.35855  -0.60
Cl 2.27852 4.25272 -2.43183  0.69
C 3.11283 -2.83558 -2.16377  -0.12
C 3.33925 -1.49671 -2.45486  -0.11
C 2.82570 -0.49929 -1.63103  -0.10
C 2.08262 -0.79007 -0.48192  -0.17
C 1.83802 -2.14816 -0.24070  -0.13
C 2.34292 -3.15786 -1.05393  -0.10
H 3.51426 -3.61473 -2.80259  0.09
H 3.92154 -1.22151 -3.32773  0.10
H 3.02499 0.52789 -1.91020  0.09
H 1.25300 -2.42273 0.62484  0.05
H 2.13526 -4.19668 -0.81807  0.10
C 0.99971 -3.38139 -5.20756  -0.06
C -0.08639 -3.04491 -4.22618  -0.26
C 0.04119 -2.06410 -3.33644  0.00
C -1.74695 -0.38575 -2.57515  -0.12
C -3.03230 -1.18624 -2.95671  -0.34
C -2.34347 -3.66072 -3.43697  -0.05
C -1.31054 -3.88138 -4.24356  -0.04
S -4.49183 -0.68293 -2.03576  0.65
O -5.59688 -1.48084 -2.50396  -0.30
O -4.51442 0.74859 -2.10498  -0.27
N -4.30377 -1.13655 -0.49115  -0.13
C -3.14596 -0.83782 0.35099  -0.19
C -2.89426 0.64075 0.60782  -0.08
C -1.49428 0.76081 1.15703  -0.62
O -1.32812 1.16152 2.30646  0.02
O -0.54572 0.44743 0.32179  -0.14
H 1.81994 -2.66651 -5.14435  0.07
H 0.62020 -3.38368 -6.23379  0.08
H 1.39977 -4.38045 -5.01142  0.08
H 0.94819 -1.47131 -3.29651  0.11
H -1.83893 0.19861 -1.66174  0.11
H -3.23112 -4.28342 -3.48524  0.11
H -1.35103 -4.69718 -4.95957  0.11
H -4.69361 -2.05954 -0.36385  0.11
H -2.23035 -1.29781 -0.02589  0.10
H -3.37100 -1.33071 1.29748  0.13
H -3.58193 1.03261 1.35315  0.13
H -3.00573 1.21722 -0.31260  0.10
N 1.16266 -0.46526 2.35883  0.06
C 0.59862 -0.80631 3.42961  -0.27
C -0.38636 -1.94173 3.44027  -0.17
C -0.10315 -3.14436 2.80448  -0.03
C -1.06656 -4.14053 2.71848  -0.08
C -2.32834 -3.93614 3.26303  -0.10
C -2.61579 -2.73715 3.90603  -0.09
C -1.64640 -1.74861 4.00182  -0.04
C 0.83745 -0.08258 4.72219  -0.15
C 0.79139 -0.76184 5.93533  -0.04
C 1.06796 -0.09661 7.12259  -0.09
C 1.37004 1.25754 7.10100  -0.10
C 1.40150 1.94098 5.89065  -0.07
C 1.14342 1.27591 4.70269  0.00
H 0.88138 -3.29876 2.38360  0.10
H -0.83074 -5.07454 2.22362  0.10
H -3.08403 -4.70851 3.18967  0.09
H -3.59834 -2.56925 4.33060  0.10
H -1.87220 -0.80443 4.48204  0.12
H 0.54668 -1.81805 5.94938  0.11
H 1.04695 -0.63516 8.06183  0.09
H 1.58213 1.78005 8.02610  0.09
H 1.63535 2.99866 5.87137  0.10
H 1.16758 1.79817 3.75706  0.08
Se 0.20559 2.04950 -5.02002  1.03
N -0.19623 1.29377 -3.43941  -0.18
C -1.18500 0.48769 -3.65171  -0.35
C -1.00624 -1.73366 -2.32213  -0.14
C -2.33951 -2.51841 -2.46991  -0.16
C -3.42975 -1.18328 -4.40977  -0.04
C -2.81368 -0.46210 -5.34229  0.01
C -1.68387 0.41621 -5.01299  -0.39
N -1.08679 1.15527 -5.89829  -0.23
H -0.55961 -1.76113 -1.32640  0.12
H -2.73279 -2.84767 -1.51022  0.13
H -4.26316 -1.82153 -4.67431  0.12
H -3.13191 -0.50252 -6.37606  0.11
C -0.57980 3.89981 -0.09411  -0.15
P 0.17387 4.02339 1.53069  0.59
C 1.15685 5.52338 1.44618  -0.16
C -1.14970 4.36409 2.70017  -0.16
O 1.02116 2.87239 1.97109  -0.38
H -1.48789 4.50397 -0.11457  0.06
H -0.80566 2.86608 -0.34795  0.04
H 0.13140 4.25838 -0.83807  0.01
H 0.55541 6.38803 1.15812  0.06
H 1.95260 5.37041 0.71369  0.05
H 1.60709 5.69338 2.42525  0.06
H -1.90285 5.02427 2.26944  0.05
H -0.72166 4.83078 3.58852  0.05
H -1.60050 3.40867 2.97722  0.04

Lowest unoccupied orbital energy (eV): 2.11
Orbital gap (Eh): 0.26617
Net charge: -1
2S+1: 1

Per-record energy relative to the best compared isomer or geometry (same formula, charge and spin), kJ/mol: 231.13, 249.58, 135.75
Per-record M, g mol⁻¹: 241.28, 738.41, 1068.51